Entry 1:
The following is a DFT calculation (ωB97M-V/def2-TZVPD) of 3 unconnected molecules or ions with the total composition C18H35BF5N2O12P2 at a distorted geometry.

The geometry in ORCA input format:
```
! wB97M-V def2-TZVPD RIJCOSX def2/J DEFGRID3
* xyz -1 1
C 4.1094 -4.1018 0.3716
C 2.8325 -3.2921 0.0652
B 2.4294 -2.3851 1.2954
O 2.8714 -2.7333 2.5560
N 1.5604 -1.1659 1.2161
C 2.1504 0.1618 1.0339
P 3.3882 0.1201 -0.3898
P 4.1294 2.1372 -0.6862
O 3.5641 3.2251 0.1080
O 5.7348 2.0061 -0.5731
O 3.9283 2.4118 -2.2510
C 1.1786 1.2679 0.4280
O 1.2766 1.2767 -0.8232
O 0.5432 1.9683 1.1820
N 2.6758 0.6468 2.3611
C 1.9530 0.2603 3.5102
C 2.7518 -0.1553 4.7240
O 0.7637 0.2882 3.5729
C 4.1034 0.6743 2.5391
C 4.6887 2.0374 2.7542
O 4.7962 -0.3004 2.5709
C 0.2555 -1.4498 0.7798
F 0.0201 -2.7505 1.2303
F -0.6764 -0.6697 1.3630
C -0.1055 -1.4872 -0.7715
F -0.9020 -0.4579 -1.0861
F 0.9698 -1.5011 -1.5514
F -0.8045 -2.6289 -1.0439
H 4.5770 -4.4618 -0.5420
H 4.8438 -3.5114 0.9110
H 3.8938 -4.9707 0.9875
H 2.0283 -4.0076 -0.1021
H 3.0167 -2.7085 -0.8294
H 2.3723 -3.4709 2.9173
H 4.5451 -0.5167 0.1322
H 6.0868 2.8822 -0.3693
H 4.6606 2.0497 -2.7609
H 3.2360 0.7343 5.1287
H 2.0579 -0.5398 5.4579
H 3.5123 -0.8855 4.4865
H 3.9581 2.8224 2.6221
H 5.5671 2.1660 2.1356
H 5.0206 2.0505 3.7940
C -1.6317 2.4123 -3.0784
O -2.3246 3.1704 -4.0702
C -1.8733 2.9215 -5.3843
C -2.8197 2.0101 -6.1339
O -2.8369 0.7014 -5.5896
C -3.9480 0.4520 -4.7517
H -2.1662 2.5280 -2.1384
H -1.5991 1.3526 -3.3384
H -0.6123 2.7816 -2.9459
H -0.8657 2.4951 -5.3770
H -1.8303 3.8853 -5.9058
H -2.4853 1.9237 -7.1741
H -3.8266 2.4404 -6.1365
H -4.8691 0.3712 -5.3424
H -4.0673 1.2344 -3.9986
H -3.7703 -0.4963 -4.2471
C -6.5427 -1.1932 2.6562
O -5.5329 -1.9879 2.0720
C -5.2721 -1.6554 0.7145
C -4.0319 -0.8052 0.5638
O -4.2053 0.4764 1.1413
C -3.5625 0.6174 2.4015
H -6.5412 -1.3947 3.7266
H -6.3583 -0.1279 2.4966
H -7.5280 -1.4547 2.2501
H -6.1335 -1.1410 0.2761
H -5.1263 -2.5960 0.1731
H -3.8347 -0.6597 -0.5037
H -3.1662 -1.3123 0.9968
H -2.4786 0.6576 2.2766
H -3.8246 -0.2001 3.0793
H -3.8973 1.5579 2.8366
*
```

calculated total energy: -2926.2998 a.u.
HOMO-LUMO gap: 7.7115 eV
LUMO level: 2.488 eV

***

Entry 2:
The following is a DFT calculation (ωB97M-V/def2-TZVPD) of a molecular structure, C9H11IO2S at a distorted geometry.

The geometry in ORCA input format:
```
! wB97M-V def2-TZVPD RIJCOSX def2/J DEFGRID3
* xyz 0 1
C 1.7907 -0.1211 -1.0222
C 1.3244 1.2941 0.8401
C 0.4520 -0.0549 -1.4441
C 0.0824 1.5791 0.3591
C 2.1916 0.6423 -0.0094
C -0.3733 0.8336 -0.8033
C 3.4978 0.2757 0.6436
C -1.9979 -1.5299 0.2234
C -2.5857 -0.1447 0.4714
O -2.6557 2.2550 -0.5270
O -2.1372 -1.9701 -1.0609
S -2.1909 0.9848 -0.9865
I -4.7106 -0.2307 0.4186
H 2.3906 -0.7938 -1.5525
H 1.6576 1.6311 1.8224
H -0.0219 -0.6549 -2.2130
H -0.7448 2.0698 0.7845
H 4.3191 0.4365 -0.0551
H 3.8220 0.7363 1.5795
H 3.4808 -0.8797 0.8565
H -0.8757 -1.3989 0.3742
H -2.1528 -2.2250 1.0424
H -2.1854 0.2266 1.4189
H -2.3770 -2.9610 -1.1605
*
```

calculated total energy: -1195.8070 a.u.
HOMO-LUMO gap: 9.1150 eV
LUMO level: 0.315 eV